A 10-piece molecular cluster, C87H186N10O11 overall at a distorted geometry, computed with ωB97M-V/def2-TZVPD.

Positions of all 294 atoms, in Å:
C (2.33645, 0.45816, -8.44499)
C (1.03776, -0.25851, -8.10436)
C (0.97322, -0.39910, -6.54998)
C (0.53325, 0.86627, -5.76879)
C (-0.86479, 1.22746, -6.37473)
C (-0.86548, 1.54911, -7.86171)
N (-0.21223, 0.43284, -8.55807)
O (-0.14186, 0.61818, -9.91980)
C (-2.35487, 1.54810, -8.30768)
C (-0.16641, 2.89477, -8.20763)
C (1.08874, -1.67359, -8.66019)
H (2.38944, 1.47441, -8.05642)
H (2.37748, 0.49812, -9.53477)
H (3.18886, -0.14183, -8.12716)
H (0.27828, -1.20964, -6.32693)
H (1.97600, -0.63564, -6.19170)
H (1.26568, 1.65306, -5.94933)
H (0.51253, 0.54365, -4.72837)
H (-1.31981, 2.03077, -5.79231)
H (-1.50209, 0.37163, -6.14588)
H (-2.92235, 0.62322, -8.40934)
H (-2.91918, 2.15084, -7.59289)
H (-2.53326, 2.09679, -9.23413)
H (-0.72671, 3.72706, -7.77908)
H (0.87329, 2.95637, -7.88544)
H (-0.07704, 3.11337, -9.27216)
H (2.03367, -2.17524, -8.44611)
H (0.94012, -1.68357, -9.74026)
H (0.38987, -2.37478, -8.20177)
H (-0.83087, 0.01574, -10.21395)
C (0.43025, -5.44720, -4.04047)
C (1.62910, -5.32938, -3.10027)
C (2.42384, -6.62061, -3.28129)
C (3.18930, -6.64849, -4.61351)
C (4.09380, -5.46740, -4.71187)
C (3.42476, -4.12413, -4.54110)
N (2.49580, -4.16992, -3.39090)
O (1.82757, -2.94846, -3.16440)
C (4.47610, -3.06436, -4.19713)
C (2.72575, -3.81943, -5.86800)
C (1.26623, -5.36563, -1.58768)
H (0.63098, -5.93310, -4.99525)
H (0.01350, -4.49460, -4.37236)
H (-0.40025, -5.94180, -3.53453)
H (3.13495, -6.54325, -2.45656)
H (1.85880, -7.54931, -3.20746)
H (2.60292, -6.75681, -5.52612)
H (3.87650, -7.49625, -4.58767)
H (4.64152, -5.50837, -5.65493)
H (4.91560, -5.51661, -3.99399)
H (4.88822, -3.05871, -3.18872)
H (5.31668, -3.01009, -4.89034)
H (3.91676, -2.14482, -4.38002)
H (3.37411, -3.66601, -6.73133)
H (1.99017, -4.60301, -6.04385)
H (2.22933, -2.84942, -5.80449)
H (0.43302, -4.68235, -1.41582)
H (2.12030, -4.96081, -1.04338)
H (1.01613, -6.34505, -1.18182)
H (2.11510, -2.79950, -2.25728)
C (-4.79542, -1.79176, 0.06588)
C (-4.36245, -3.27532, 0.22326)
C (-3.50717, -3.52730, -1.03170)
C (-2.64065, -4.71848, -0.95833)
C (-1.74682, -4.73327, 0.25441)
C (-2.58339, -4.44702, 1.55153)
N (-3.50748, -3.32162, 1.40396)
O (-4.21861, -3.06631, 2.59688)
C (-3.24618, -5.78917, 1.95027)
C (-1.55854, -4.04079, 2.62891)
C (-5.65291, -4.22019, 0.14512)
H (-5.35606, -1.41830, 0.92270)
H (-5.30079, -1.60078, -0.88072)
H (-3.89467, -1.18610, -0.04874)
H (-4.18133, -3.66709, -1.88010)
H (-2.95612, -2.66322, -1.40872)
H (-2.08411, -4.98692, -1.85912)
H (-3.28186, -5.60393, -0.98143)
H (-0.94078, -4.00626, 0.14364)
H (-1.31044, -5.73252, 0.26253)
H (-3.85132, -5.54535, 2.82534)
H (-3.90054, -6.15770, 1.16080)
H (-2.55445, -6.56408, 2.27966)
H (-1.03138, -3.11826, 2.38189)
H (-1.87015, -3.91270, 3.66482)
H (-0.82965, -4.85227, 2.67721)
H (-6.09060, -4.49420, 1.10488)
H (-5.57446, -5.15846, -0.40585)
H (-6.36828, -3.64066, -0.43936)
H (-3.99855, -2.13673, 2.70859)
C (-2.55729, 1.27840, 4.86970)
C (-2.24605, -0.09773, 4.22380)
C (-0.80278, -0.46691, 4.35796)
C (-0.46787, -1.05012, 5.78418)
C (-1.34617, -2.25194, 6.03411)
C (-2.85230, -1.91837, 6.01286)
N (-3.13049, -1.14325, 4.82189)
O (-4.51120, -0.94018, 4.62934)
C (-3.48394, -3.33653, 5.90082)
C (-3.21242, -1.23651, 7.35970)
C (-2.54639, -0.08066, 2.68415)
H (-1.89374, 2.07110, 4.52275)
H (-2.39695, 1.23024, 5.94722)
H (-3.56583, 1.60148, 4.60878)
H (-0.41669, -1.17491, 3.62344)
H (-0.09208, 0.35105, 4.23082)
H (-0.59162, -0.37798, 6.63513)
H (0.56943, -1.38491, 5.83236)
H (-1.04644, -2.68685, 6.98948)
H (-0.98402, -2.99792, 5.32443)
H (-4.57265, -3.30044, 5.84329)
H (-3.26026, -3.88226, 4.98456)
H (-3.09572, -3.96135, 6.70548)
H (-2.57390, -0.39247, 7.62082)
H (-4.20836, -0.79597, 7.29225)
H (-3.19692, -2.01508, 8.12166)
H (-2.54417, -1.10201, 2.30216)
H (-1.82429, 0.55965, 2.17955)
H (-3.56760, 0.26891, 2.52586)
H (-4.63293, -0.12225, 5.12430)
C (-5.50044, -0.18619, -3.42002)
C (-5.01556, 1.28451, -3.65435)
C (-4.55263, 1.46955, -5.11541)
C (-4.32413, 2.97684, -5.49821)
C (-5.49695, 3.80285, -4.99272)
C (-5.93798, 3.69604, -3.48684)
N (-6.06321, 2.27023, -3.25059)
O (-6.51089, 1.95127, -1.94879)
C (-4.85668, 4.40997, -2.62069)
C (-7.24635, 4.43399, -3.40487)
C (-3.81003, 1.43388, -2.71657)
H (-6.38132, -0.33865, -4.04744)
H (-5.94095, -0.27190, -2.42776)
H (-4.73044, -0.92219, -3.64405)
H (-3.72946, 0.88606, -5.52973)
H (-5.34481, 1.07402, -5.75635)
H (-4.12802, 3.19515, -6.54780)
H (-3.41082, 3.28686, -4.98586)
H (-6.39311, 3.55133, -5.56644)
H (-5.47755, 4.84809, -5.30746)
H (-5.15937, 4.43472, -1.57282)
H (-3.88158, 3.93277, -2.70277)
H (-4.72737, 5.45167, -2.91735)
H (-7.45690, 4.68882, -2.36576)
H (-7.31714, 5.31070, -4.04796)
H (-8.02785, 3.77104, -3.78043)
H (-4.10264, 1.91570, -1.78385)
H (-2.99004, 2.05208, -3.08775)
H (-3.28921, 0.49556, -2.52215)
H (-7.46656, 2.04713, -1.98364)
C (-2.55838, 2.87605, 0.42253)
C (-2.71816, 4.15208, 1.27325)
C (-3.91946, 3.89191, 2.18372)
C (-4.00806, 4.81018, 3.39408)
C (-2.70668, 4.93583, 4.18107)
C (-1.53194, 5.25490, 3.30832)
N (-1.51090, 4.35814, 2.15055)
O (-0.31831, 4.36712, 1.47128)
C (-1.39306, 6.75594, 2.96231)
C (-0.36009, 4.92880, 4.32528)
C (-2.91714, 5.35099, 0.39043)
H (-1.83279, 2.24642, 0.93754)
H (-2.04457, 3.11768, -0.51073)
H (-3.46680, 2.35539, 0.12249)
H (-4.84485, 4.01867, 1.61907)
H (-3.99058, 2.85206, 2.50713)
H (-4.79523, 4.37586, 4.01169)
H (-4.34370, 5.77592, 3.01263)
H (-2.51785, 3.97654, 4.65988)
H (-2.76251, 5.79712, 4.84741)
H (-0.83257, 7.29491, 3.72733)
H (-0.74392, 6.94292, 2.10583)
H (-2.38720, 7.17413, 2.80661)
H (0.62305, 5.13064, 3.89565)
H (-0.46709, 5.46288, 5.26893)
H (-0.32133, 3.88285, 4.63361)
H (-3.69519, 5.12006, -0.33747)
H (-1.92941, 5.44912, -0.06183)
H (-3.18445, 6.23508, 0.96805)
H (0.35386, 4.15462, 2.12495)
C (3.52851, 5.01626, -1.87350)
C (2.25075, 5.94228, -1.68808)
C (2.47336, 7.22817, -2.56442)
C (2.31752, 6.97311, -4.03609)
C (0.92120, 6.45520, -4.27437)
C (0.52614, 5.16888, -3.42138)
N (1.04385, 5.19685, -2.03154)
O (0.93642, 3.99288, -1.30769)
C (-1.01206, 5.17517, -3.34923)
C (1.08951, 3.93751, -4.09802)
C (2.18910, 6.45046, -0.29773)
H (3.66215, 4.34115, -1.02881)
H (4.45740, 5.55466, -2.06867)
H (3.45951, 4.44555, -2.79973)
H (1.80962, 7.97863, -2.13368)
H (3.50933, 7.54967, -2.45146)
H (3.05232, 6.24371, -4.38242)
H (2.61311, 7.90009, -4.52966)
H (0.80650, 6.28571, -5.34558)
H (0.26256, 7.27979, -3.99671)
H (-1.38798, 5.56630, -2.40461)
H (-1.46082, 5.60317, -4.24612)
H (-1.42057, 4.16195, -3.37867)
H (2.14017, 4.10687, -4.33337)
H (1.05076, 3.07414, -3.43388)
H (0.50363, 3.71589, -4.99080)
H (1.96749, 5.62545, 0.38165)
H (1.29159, 7.06767, -0.22732)
H (3.07108, 7.00134, 0.02671)
H (0.33194, 4.23161, -0.59843)
C (2.90972, -0.25760, 9.99872)
C (3.38191, -1.04506, 8.73598)
C (3.42239, 0.09118, 7.64231)
C (4.20924, -0.33118, 6.39327)
C (5.62325, -0.65761, 6.87200)
C (5.66044, -1.85812, 7.86032)
N (4.77756, -1.49747, 8.99025)
O (4.82090, -2.42497, 10.01385)
C (5.48492, -3.18199, 7.16366)
C (7.10624, -1.82629, 8.43039)
C (2.44255, -2.21349, 8.43312)
H (2.00909, 0.33134, 9.82287)
H (3.63112, 0.43980, 10.42644)
H (2.70972, -0.92079, 10.84215)
H (2.39053, 0.33446, 7.38146)
H (3.81027, 1.01955, 8.06246)
H (4.26326, 0.50884, 5.69905)
H (3.69196, -1.14162, 5.87895)
H (6.01614, 0.29274, 7.23426)
H (6.13835, -0.85037, 5.92879)
H (4.68958, -3.23011, 6.41877)
H (6.37742, -3.41252, 6.58107)
H (5.31438, -3.95611, 7.91227)
H (7.27310, -2.67042, 9.10011)
H (7.86489, -1.90849, 7.65094)
H (7.31638, -0.87978, 8.92861)
H (2.38190, -2.92175, 9.25982)
H (2.74096, -2.89383, 7.63381)
H (1.46643, -1.81962, 8.14748)
H (5.15791, -1.93853, 10.77105)
C (5.05782, -1.11237, -0.58013)
C (4.90007, -2.15826, 0.51830)
C (5.91893, -1.76720, 1.62768)
C (5.81656, -2.51204, 2.93885)
C (4.35389, -2.38307, 3.34672)
C (3.25797, -2.79803, 2.39223)
N (3.53398, -2.16979, 1.09598)
O (2.48042, -2.38111, 0.18123)
C (3.24191, -4.38270, 2.47378)
C (1.93494, -2.27906, 3.01331)
C (5.13767, -3.54777, -0.09999)
H (4.95068, -0.10858, -0.16726)
H (4.24052, -1.28453, -1.28173)
H (6.01326, -1.16976, -1.10050)
H (6.91700, -1.83648, 1.19014)
H (5.85661, -0.69058, 1.79819)
H (6.54557, -2.19434, 3.68432)
H (6.06384, -3.56482, 2.78495)
H (4.30361, -1.32950, 3.63238)
H (4.18618, -2.92193, 4.28085)
H (4.18741, -4.88066, 2.69371)
H (2.65898, -4.78745, 3.30272)
H (2.82842, -4.76873, 1.54139)
H (1.92421, -1.19260, 2.91391)
H (1.02907, -2.63480, 2.52034)
H (1.77148, -2.55605, 4.05526)
H (4.44046, -3.72437, -0.91972)
H (5.08771, -4.34811, 0.63690)
H (6.12647, -3.54756, -0.56253)
H (1.97023, -1.58610, 0.37861)
C (1.93442, 2.15331, 3.55517)
O (1.25597, 1.69604, 2.46025)
C (2.08043, 1.47221, 1.31918)
C (1.21814, 1.02603, 0.21997)
N (0.47134, -0.17802, 0.61250)
C (-0.61313, -0.59985, -0.26054)
C (-0.25377, -0.96856, -1.65307)
O (-1.48169, -1.26015, -2.35079)
C (-1.40018, -2.19283, -3.42677)
H (2.79059, 1.57578, 3.90976)
H (1.27726, 2.41768, 4.38363)
H (2.32732, 3.13374, 3.26606)
H (2.80638, 0.70422, 1.60235)
H (2.77919, 2.27139, 1.06078)
H (1.72553, 0.82954, -0.72526)
H (0.49068, 1.79578, -0.05268)
H (0.00386, 0.09162, 1.46812)
H (-1.32495, 0.23066, -0.30424)
H (-1.17291, -1.41791, 0.19455)
H (0.37791, -1.84051, -1.46555)
H (0.37734, -0.25051, -2.17944)
H (-0.49306, -1.93833, -3.97561)
H (-2.38128, -2.04063, -3.87709)
H (-1.37035, -3.23993, -3.11956)

HOMO-LUMO gap = 8.337 eV
SMILES = CC1(C)CCCC(C)(C)N1O.CC1(C)CCCC(C)(C)N1O.CC1(C)CCCC(C)(C)N1O.CC1(C)CCCC(C)(C)N1O.CC1(C)CCCC(C)(C)N1O.CC1(C)CCCC(C)(C)N1O.CC1(C)CCCC(C)(C)N1O.CC1(C)CCCC(C)(C)N1O.CC1(C)CCCC(C)(C)N1O.COCCNCCOC
LUMO = 0.41 eV